Here is a 11-piece molecular cluster, C32H91N5O11 overall in a non-equilibrium geometry from OMol25. Energies are from ωB97M-V with the def2-TZVPD basis set.

Each line ends with the Mulliken charge.
Geometry (Å):
C  25.7711  -3.0339  3.9598  -1.05
C  25.8456  -1.8151  3.0219  0.36
O  26.3782  -2.3103  1.7955  -0.59
H  25.5729  -2.5331  4.9075  0.23
H  26.6194  -3.7180  3.9815  0.26
H  24.9094  -3.6625  3.7354  0.35
H  26.5529  -1.1008  3.4432  -0.40
H  24.9381  -1.2397  2.8385  0.45
H  27.3218  -2.3843  1.9560  0.42
C  24.7842  5.7145  -2.4157  -1.10
C  26.1641  5.2075  -2.1009  -0.39
O  26.1390  3.9139  -1.7277  -0.34
H  24.2163  5.6528  -1.4874  0.20
H  24.1806  5.1008  -3.0844  0.23
H  24.7948  6.7408  -2.7829  0.44
H  26.4972  5.8205  -1.2634  0.38
H  26.8892  5.1722  -2.9140  0.33
H  25.8459  3.4430  -2.5112  0.04
C  32.4433  4.5135  -0.7145  -1.28
C  31.1248  3.9475  -0.1753  0.41
O  30.1339  4.5762  -0.9369  -0.59
H  33.3545  4.0614  -0.3227  0.37
H  32.5316  5.5776  -0.4953  0.33
H  32.4491  4.4664  -1.8035  0.21
H  30.8039  4.2834  0.8108  0.27
H  31.0468  2.8614  -0.2237  -0.14
H  29.2551  4.2447  -0.7383  0.46
C  25.8564  0.8545  6.5106  -1.24
C  26.9713  -0.1280  6.6993  0.01
O  27.8507  0.3010  7.5637  -0.54
H  26.2199  1.8758  6.6238  0.32
H  25.0831  0.5944  7.2335  0.47
H  25.3270  0.7814  5.5606  0.26
H  27.5432  -0.5455  5.8706  0.05
H  26.5154  -1.0660  7.0161  0.36
H  27.4220  0.2872  8.4225  0.33
C  25.3372  7.1036  5.0393  -0.62
C  23.9514  7.2423  5.7466  -0.17
O  23.8053  8.5290  6.3646  -0.55
H  25.3621  7.9174  4.3146  0.32
H  25.3775  6.2103  4.4161  -0.04
H  26.1991  7.1520  5.7048  0.37
H  23.7953  6.4385  6.4661  0.25
H  23.2730  7.1727  4.8963  0.15
H  24.4860  8.8326  6.9697  0.31
C  25.9627  0.3611  -3.2710  -0.43
C  25.2530  1.3669  -4.2169  -0.51
O  25.8513  2.6431  -4.1116  -0.55
H  25.3679  -0.5498  -3.2027  0.43
H  26.0219  0.8173  -2.2828  -0.16
H  26.9456  0.1450  -3.6898  0.10
H  24.2420  1.6190  -3.8968  0.29
H  25.2791  0.9365  -5.2180  0.50
H  26.0704  2.8415  -5.0250  0.26
C  34.7473  4.9732  8.5917  -1.31
C  33.6066  6.0083  8.5949  0.38
C  32.1888  5.5010  8.2237  -0.70
O  32.1265  4.9346  6.8758  -0.37
C  30.8890  4.7883  6.2276  -0.75
N  33.6962  6.7849  9.7622  -0.65
H  34.6321  4.2434  7.7903  0.31
H  34.6517  4.4506  9.5434  0.31
H  35.7921  5.2799  8.5427  0.32
H  33.7635  6.6396  7.7203  0.25
H  31.5351  6.3702  8.1511  0.34
H  31.7504  4.8471  8.9776  0.34
H  30.1578  4.4187  6.9466  0.34
H  30.9769  4.0278  5.4517  0.25
H  30.5897  5.7796  5.8874  0.34
H  33.2493  7.6469  9.4843  0.33
H  33.0827  6.4108  10.4720  0.27
C  28.9905  1.7885  -6.1886  -1.49
C  29.6816  2.7663  -5.2849  1.41
C  31.0394  2.2620  -4.7764  -0.50
O  30.8775  0.9418  -4.1755  -0.45
C  30.0192  0.8117  -3.0396  -0.21
N  29.8482  3.9727  -6.0365  -0.78
H  29.4227  1.8084  -7.1890  0.38
H  27.9955  2.2218  -6.2908  0.25
H  28.8407  0.7625  -5.8528  0.27
H  28.9387  2.9786  -4.5161  -0.26
H  31.5367  2.9747  -4.1185  0.07
H  31.6683  2.1985  -5.6644  0.35
H  30.6356  0.9935  -2.1592  0.17
H  29.7437  -0.2281  -2.8637  0.32
H  29.1789  1.5022  -2.9672  -0.09
H  28.9994  4.3175  -6.4617  0.26
H  30.1634  4.6861  -5.3947  0.27
C  30.9781  -1.6352  3.6486  -1.70
C  29.9836  -1.3195  2.5396  1.44
C  30.7168  -1.3275  1.1582  -1.02
O  31.5457  -2.4464  0.9964  -0.40
C  32.4780  -2.1730  -0.0344  -0.81
N  29.1142  -2.5360  2.7017  -0.59
H  30.6445  -1.3710  4.6521  0.45
H  31.8718  -1.0614  3.4030  0.48
H  31.4995  -2.5868  3.5454  0.38
H  29.4408  -0.4011  2.7631  -0.57
H  31.2815  -0.3955  1.1847  0.47
H  30.0536  -1.2340  0.2982  0.59
H  33.3373  -2.8225  0.1324  0.29
H  32.8929  -1.1758  -0.1811  0.33
H  31.9739  -2.3463  -0.9851  0.33
H  29.6191  -3.3630  2.4169  0.25
H  29.0509  -2.7064  3.6952  0.22
C  21.7452  3.8578  0.0925  -1.74
C  23.0171  4.1367  0.8825  0.58
C  22.9962  3.7546  2.3841  -0.18
O  22.0178  4.5109  2.9764  -0.31
C  22.2304  4.5777  4.3916  -0.69
N  24.1710  3.4726  0.3348  -0.31
H  21.6214  2.7860  -0.0630  0.39
H  21.7636  4.2888  -0.9085  0.35
H  20.9427  4.4285  0.5599  0.41
H  23.0388  5.2227  0.7925  0.17
H  24.0323  3.7707  2.7222  0.17
H  22.6068  2.7368  2.4052  0.28
H  23.2116  4.8667  4.7682  0.07
H  22.1038  3.6336  4.9215  0.36
H  21.5159  5.2809  4.8196  0.36
H  25.0077  3.7118  0.8474  0.06
H  24.4162  3.7737  -0.5976  -0.03
C  27.9514  0.8227  -0.1048  0.46
C  27.3599  1.9052  0.7506  0.56
C  27.5988  1.7879  2.3045  -0.99
O  27.2722  3.1289  2.8155  -0.36
C  27.5124  3.3407  4.1563  -0.65
N  27.8972  3.1136  0.2123  -0.20
H  28.8583  0.5800  0.4491  -0.58
H  28.1053  1.0954  -1.1489  -0.81
H  27.3111  -0.0580  -0.0557  0.54
H  26.3045  2.0719  0.5351  0.15
H  28.6585  1.6052  2.4827  0.57
H  26.9757  0.9953  2.7189  0.44
H  27.1677  4.3435  4.4087  0.24
H  28.4964  3.1220  4.5712  0.25
H  26.9349  2.5791  4.6803  0.09
H  27.5540  3.8773  0.7770  0.34
H  27.2794  3.2186  -0.5798  0.08

HOMO energy, eV: -8.91
Calculated total energy, eV: -64623.99595
Orbital gap, eV: 9.271
Structure (SMILES): COC[C@H](C)N.COC[C@H](C)N.COC[C@H](C)N.COC[C@H](C)N.COC[C@H](C)N.CCO.CCO.CCO.CCO.CCO.CCO
Relative energy (zero: lowest compared OMol25 entry of this formula, charge and spin), kcal/mol: 124.9

Here is the molecule CH6N2O2S in a non-equilibrium geometry from OMol25. Energies are from ωB97M-V with the def2-TZVPD basis set.

Each line ends with the natural charge from an NBO analysis.
Geometry (Å):
C  0.1767  1.1767  -0.1804  -0.40
N  1.4447  1.2200  0.5809  -0.79
N  0.1202  -1.7868  -0.4145  -1.01
O  -1.4131  -0.2294  1.4241  -0.92
O  -2.1954  -0.3246  -0.8460  -0.91
S  -0.9914  -0.3024  0.0433  2.08
H  0.4022  1.1944  -1.2236  0.22
H  -0.5045  2.0206  0.1614  0.24
H  1.1117  1.0710  1.5353  0.37
H  2.1240  0.5638  0.3335  0.38
H  -0.0423  -1.9870  -1.3936  0.37
H  -0.2329  -2.6162  -0.0205  0.38

HOMO energy, eV: -10.12
Calculated total energy, eV: -19043.05043
Orbital gap, eV: 10.589
Structure (SMILES): NCS(N)(=O)=O
Relative energy (zero: lowest compared OMol25 entry of this formula, charge and spin), kcal/mol: 19.5

Here is a 2-piece molecular cluster, C2H9N2O overall in a non-equilibrium geometry from OMol25. Energies are from ωB97M-V with the def2-TZVPD basis set.

Each line ends with the natural charge from an NBO analysis.
Geometry (Å):
C  1.1713  -2.1092  -1.4209  -0.43
N  0.0584  -1.0904  -1.3687  -0.68
H  0.8651  -3.1250  -1.6261  0.25
H  1.7028  -2.0872  -0.4683  0.23
H  1.9004  -1.6723  -2.1018  0.23
H  -0.5558  -1.1828  -0.5452  0.48
H  0.4449  -0.1748  -1.1323  0.45
H  -0.4428  -1.1830  -2.2552  0.45
C  -0.8286  1.3946  1.1770  0.54
N  0.3850  1.8337  1.4732  -0.79
O  -1.0793  0.3488  0.5660  -0.72
H  -1.7058  1.8615  1.6389  0.16
H  0.5259  2.6683  1.9975  0.42
H  1.2048  1.2579  1.4555  0.40

HOMO energy, eV: -14.40
Calculated total energy, eV: -7241.36688
Charge: +1
Orbital gap, eV: 11.059
Relative energy (zero: lowest compared OMol25 entry of this formula, charge and spin), kcal/mol: 22.8

Here is C5H10N as an isolated structure in a non-equilibrium geometry from OMol25. Energies are from ωB97M-V with the def2-TZVPD basis set.

Each line ends with the natural charge from an NBO analysis.
Geometry (Å):
C  1.2406  -1.0356  0.5376  -0.49
C  0.3813  1.0139  1.5662  -0.24
C  1.6070  0.3504  1.2799  0.01
C  0.8716  -0.0743  -0.5169  0.36
C  -1.7139  -0.0661  -1.3586  -0.80
N  0.8157  1.1194  0.2119  -0.35
H  2.0334  -1.6176  0.2985  0.26
H  0.4042  -1.6874  1.0386  0.29
H  -0.3800  0.3992  1.8232  0.23
H  0.5229  1.9663  2.1313  0.27
H  2.6648  0.6983  1.5125  0.29
H  1.3344  -0.0004  -1.5292  0.27
H  -1.8551  -0.0093  -2.5249  0.26
H  -2.5927  -0.4826  -0.8750  0.25
H  -0.8799  -0.7293  -1.0535  0.17
H  -1.3323  0.8588  -0.9488  0.21

HOMO energy, eV: -15.71
Calculated total energy, eV: -6825.31739
Charge: +1
Orbital gap, eV: 9.650
Relative energy (zero: lowest compared OMol25 entry of this formula, charge and spin), kcal/mol: 112.6

What is the formula in the fourth record? C5H10N